Entry 1:
Density functional theory data (ωB97M-V/def2-TZVPD) for a cluster of 6 separate species, C31H67ClF3N3O11S in total.

Last column: Löwdin charge in e.
Element x y z (Å)
H  -3.030  -2.680  2.866  0.063
N  -2.094  -3.052  3.009  0.147
C  -1.216  -2.171  2.768  -0.434
C  -1.562  -0.780  2.310  -0.013
C  0.234  -2.537  2.927  -0.056
C  0.789  -3.421  1.812  -0.384
O  1.622  -4.388  2.383  0.043
O  1.600  -2.709  0.889  -0.078
C  0.836  -2.119  -0.132  -0.138
C  1.609  -1.013  -0.853  -0.412
N  0.902  -0.726  -2.044  0.002
C  -0.522  -0.395  -1.936  -0.182
C  -1.415  -1.529  -2.447  -0.242
C  -2.684  -0.968  -3.059  -0.566
Cl  -4.120  -1.918  -2.575  0.564
N  1.739  0.152  0.097  0.147
C  1.774  1.440  -0.525  -0.466
O  2.374  1.808  -1.470  0.217
F  0.976  2.271  0.164  0.130
C  2.815  0.103  1.034  -0.507
O  3.864  0.637  0.867  0.207
F  2.584  -0.495  2.164  0.194
S  3.260  -1.617  -1.431  0.672
O  3.904  -2.396  -0.447  -0.192
O  3.943  -0.546  -2.052  -0.217
F  2.785  -2.575  -2.546  -0.107
H  -2.559  -0.503  2.625  0.083
H  -0.829  -0.067  2.669  0.083
H  -1.543  -0.710  1.227  0.059
H  0.297  -3.100  3.847  0.128
H  0.814  -1.636  3.057  0.104
H  -0.018  -3.915  1.270  0.157
H  1.329  -5.254  2.099  0.104
H  -0.042  -1.670  0.309  0.103
H  0.572  -2.869  -0.876  0.147
H  1.407  -0.093  -2.646  0.123
H  -0.698  0.458  -2.581  0.125
H  -0.820  -0.071  -0.944  0.114
H  -1.707  -2.172  -1.625  0.082
H  -0.856  -2.111  -3.165  0.117
H  -2.649  -0.936  -4.137  0.077
H  -2.857  0.018  -2.674  0.048
C  4.148  2.878  5.442  -0.074
C  3.026  2.165  4.707  -0.281
O  1.749  2.750  4.897  -0.161
C  1.608  4.089  4.463  -0.280
C  1.867  4.289  2.978  -0.074
H  3.938  2.913  6.511  0.082
H  5.090  2.354  5.286  0.079
H  4.277  3.904  5.096  0.066
H  2.942  1.146  5.085  0.119
H  3.249  2.083  3.636  0.096
H  2.244  4.754  5.057  0.107
H  0.577  4.358  4.691  0.118
H  2.892  4.041  2.702  0.070
H  1.693  5.330  2.705  0.078
H  1.200  3.659  2.387  0.063
C  -3.879  0.868  7.203  -0.079
C  -4.595  -0.402  6.778  -0.284
O  -3.964  -1.095  5.718  -0.163
C  -2.639  -1.539  5.960  -0.283
C  -2.508  -2.500  7.128  -0.070
H  -3.776  1.549  6.357  0.080
H  -4.443  1.371  7.989  0.076
H  -2.880  0.666  7.590  0.066
H  -5.589  -0.152  6.407  0.117
H  -4.740  -1.067  7.637  0.107
H  -1.967  -0.680  6.089  0.112
H  -2.333  -2.040  5.048  0.074
H  -2.795  -2.042  8.075  0.066
H  -1.474  -2.835  7.220  0.077
H  -3.144  -3.373  6.974  0.084
C  -4.029  -5.738  -7.799  -0.080
C  -3.605  -4.920  -6.591  -0.285
O  -4.015  -3.566  -6.636  -0.166
C  -5.412  -3.340  -6.703  -0.281
C  -6.192  -3.905  -5.528  -0.078
H  -3.648  -5.290  -8.716  0.081
H  -3.640  -6.754  -7.718  0.076
H  -5.114  -5.805  -7.887  0.065
H  -2.516  -4.888  -6.540  0.117
H  -3.949  -5.394  -5.665  0.107
H  -5.816  -3.716  -7.650  0.106
H  -5.525  -2.256  -6.725  0.117
H  -6.116  -4.991  -5.467  0.067
H  -7.248  -3.650  -5.621  0.078
H  -5.813  -3.494  -4.592  0.047
C  -2.037  5.022  -0.231  -0.072
C  -1.534  3.873  -1.087  -0.278
O  -2.542  2.927  -1.407  -0.173
C  -3.650  3.451  -2.128  -0.279
C  -3.282  4.056  -3.471  -0.076
H  -2.470  4.645  0.696  0.084
H  -1.213  5.692  0.014  0.079
H  -2.803  5.609  -0.739  0.066
H  -0.766  3.334  -0.536  0.090
H  -1.058  4.249  -1.999  0.112
H  -4.195  4.175  -1.514  0.107
H  -4.323  2.609  -2.283  0.115
H  -2.615  4.913  -3.367  0.067
H  -4.180  4.395  -3.986  0.079
H  -2.778  3.319  -4.099  0.079
C  8.241  0.481  -4.031  -0.079
C  8.716  1.411  -2.927  -0.285
O  8.099  2.683  -2.936  -0.160
C  6.690  2.689  -2.785  -0.277
C  6.196  2.061  -1.495  -0.075
H  8.400  0.938  -5.009  0.080
H  8.790  -0.460  -3.991  0.075
H  7.179  0.249  -3.941  0.063
H  9.781  1.607  -3.051  0.116
H  8.597  0.933  -1.948  0.107
H  6.212  2.210  -3.648  0.108
H  6.402  3.740  -2.814  0.117
H  6.452  1.004  -1.428  0.066
H  5.111  2.139  -1.430  0.058
H  6.636  2.565  -0.632  0.085

Output
**Kohn-Sham gap**: 9.49 eV
**Structure (SMILES)**: [H]/N=C(\C)C[C@H](O)OC[C@@](NCCCCl)(N(C(=O)F)C(=O)F)S(=O)(=O)F.CCOCC.CCOCC.CCOCC.CCOCC.CCOCC
**E_LUMO**: 0.19 eV
**Multiplicity**: 1
**Net charge**: 0
**HOMO energy**: -9.30 eV

***

Entry 2:
Density functional theory data (ωB97M-V/def2-TZVPD) for a structure of composition C31H67GeN4O5SSi4TeW.

Last column: Mulliken spin population.
Element x y z (Å)
W  -0.358  1.719  0.515  0.597
C  -0.421  -0.219  3.628  0.005
C  0.018  1.226  3.674  0.002
C  -1.000  2.104  4.382  0.002
C  1.423  1.408  4.212  0.009
O  0.047  1.718  2.271  0.094
Ge  2.391  1.001  0.620  0.012
O  1.799  1.871  -0.914  -0.023
C  2.672  2.962  -1.431  0.001
C  3.134  3.901  -0.329  0.005
C  1.865  3.687  -2.488  -0.003
C  3.858  2.234  -2.050  0.004
O  0.137  3.590  0.113  0.039
C  -0.717  4.442  0.836  0.025
C  -3.104  3.541  1.301  0.008
C  -1.318  5.466  -0.094  -0.002
C  0.025  5.046  2.011  0.003
H  -0.580  -0.578  4.646  0.000
H  -1.358  -0.315  3.080  -0.001
H  0.335  -0.844  3.154  0.003
H  -1.091  1.785  5.421  -0.002
H  -0.686  3.147  4.370  0.001
H  -1.975  2.009  3.904  0.000
H  1.473  1.007  5.224  0.001
H  2.147  0.864  3.604  0.000
H  1.696  2.462  4.250  -0.001
H  2.293  4.310  0.223  0.001
H  3.824  3.413  0.363  0.000
H  3.687  4.722  -0.788  0.001
H  0.993  4.163  -2.041  0.003
H  2.483  4.452  -2.960  -0.001
H  1.547  2.977  -3.250  0.002
H  4.410  1.667  -1.294  -0.003
H  3.529  1.548  -2.831  0.001
H  4.554  2.952  -2.485  -0.002
H  -3.635  2.336  -0.295  -0.003
H  -3.423  3.632  2.338  -0.001
H  -3.415  4.408  0.723  0.000
H  -1.853  4.970  -0.904  0.001
H  -1.989  6.149  0.428  0.000
H  -0.503  6.053  -0.514  0.000
H  0.482  4.254  2.602  0.002
H  0.798  5.722  1.646  0.001
H  -0.656  5.617  2.643  -0.001
O  -1.657  3.447  1.334  0.022
N  -3.650  2.372  0.722  0.002
N  -3.215  1.214  1.325  -0.003
O  -1.939  0.768  0.768  0.061
C  -4.133  0.119  1.134  -0.007
C  -5.482  0.364  1.370  0.001
C  -6.389  -0.678  1.277  -0.001
C  -5.959  -1.957  0.948  0.001
C  -4.613  -2.185  0.716  -0.001
C  -3.690  -1.152  0.810  0.015
H  -5.815  1.357  1.629  0.000
H  -7.436  -0.486  1.463  0.000
H  -6.669  -2.768  0.872  0.000
H  -4.273  -3.176  0.450  0.000
H  -2.642  -1.336  0.616  -0.010
C  -2.045  -4.677  -0.115  0.000
Si  -0.666  -4.458  1.133  -0.002
C  0.084  -6.119  1.603  0.000
C  -1.261  -3.527  2.644  0.001
Si  1.149  -3.357  0.085  0.022
Te  0.666  -0.766  -0.212  0.106
Si  1.342  -3.857  -2.211  0.003
C  -0.233  -3.361  -3.104  0.002
C  1.570  -5.722  -2.201  0.000
C  2.827  -2.959  -2.926  -0.001
Si  3.169  -3.339  1.309  -0.001
C  4.389  -2.076  0.650  0.011
C  3.876  -5.065  1.097  -0.002
C  2.799  -2.950  3.108  -0.003
H  -2.956  -4.998  0.393  0.000
H  -1.793  -5.446  -0.846  0.000
H  -2.262  -3.753  -0.656  0.001
H  -0.723  -6.844  1.748  0.000
H  0.642  -6.064  2.539  0.000
H  0.737  -6.522  0.828  0.000
H  -1.943  -4.166  3.212  0.000
H  -1.817  -2.635  2.356  -0.001
H  -0.443  -3.240  3.304  0.000
H  -1.028  -4.089  -2.943  0.000
H  -0.048  -3.306  -4.180  0.001
H  -0.598  -2.384  -2.777  0.005
H  0.674  -6.231  -1.843  0.000
H  2.424  -6.043  -1.604  0.000
H  1.743  -6.059  -3.227  0.000
H  2.883  -1.929  -2.568  0.001
H  2.748  -2.930  -4.016  0.000
H  3.762  -3.462  -2.678  0.000
H  4.492  -2.115  -0.435  0.000
H  5.369  -2.267  1.093  0.000
H  4.104  -1.060  0.933  -0.002
H  4.196  -5.236  0.067  0.000
H  3.178  -5.852  1.381  0.000
H  4.760  -5.160  1.732  0.000
H  2.127  -2.093  3.190  0.005
H  3.720  -2.703  3.640  0.000
H  2.333  -3.793  3.620  0.000
C  -0.006  0.629  -4.382  -0.012
N  -0.501  1.987  -4.298  -0.002
C  -0.314  2.936  -5.397  0.000
C  -0.937  4.233  -4.847  0.000
N  -1.389  3.828  -3.510  0.000
C  -1.165  2.524  -3.287  -0.001
S  -1.766  1.645  -1.945  0.003
H  1.036  0.647  -4.705  -0.001
H  -0.589  0.056  -5.105  0.000
H  -0.076  0.161  -3.404  0.008
H  -0.808  2.561  -6.295  0.000
H  0.749  3.052  -5.612  0.000
H  -1.776  4.585  -5.445  0.000
H  -0.200  5.031  -4.773  0.000
H  -2.187  4.252  -3.066  0.001

Output
**Kohn-Sham gap (alpha / beta)**: 6.47 / 6.29 eV
**E_LUMO (alpha / beta)**: -6.31 / -6.65 eV
**Multiplicity**: 2
**Net charge**: +2
**HOMO energy (alpha / beta)**: -12.78 / -12.94 eV